*P*
The following is a DFT calculation (ωB97M-V with the def2-TZVPD basis set) of a 3-piece molecular cluster, C4H10N overall.

Atoms and positions in Å:
C: 0.827 -0.385 0.925
N: 0.485 -1.237 -0.309
C: -0.916 -0.737 -0.851
C: -0.875 0.690 -0.235
C: 0.391 1.081 0.813
H: 0.657 -0.803 2.163
H: 1.851 -0.433 1.147
H: 1.104 1.877 -2.334
H: 1.077 0.735 -2.721
H: -1.422 -1.494 -0.215
H: -1.296 -0.565 -1.949
H: -1.298 1.460 -0.876
H: -1.584 0.533 0.650
H: -0.018 1.422 1.816
H: 0.978 2.035 0.570

Summary:
Highest occupied orbital energy ... -15.579 eV
LUMO ... -0.321 Eh
Total charge ... +1
Multiplicity ... 1

***

*Q*
The following is a DFT calculation (ωB97M-V with the def2-TZVPD basis set) of a 2-piece molecular cluster, C4H10N overall.

Atoms and positions in Å:
C: 0.151 0.819 2.358
N: 1.218 0.722 1.653
H: 0.044 0.083 3.144
H: -0.507 1.610 2.037
H: 1.292 1.317 0.833
H: 1.821 -0.095 1.693
C: -1.274 0.290 -1.187
C: 0.004 -0.397 -1.548
C: 0.340 -1.657 -1.250
H: -1.247 1.370 -1.298
H: -2.077 0.021 -1.879
H: -1.672 0.013 -0.199
H: 0.656 0.219 -2.161
H: 1.068 -2.148 -1.885
H: 0.182 -2.168 -0.312

Summary:
Highest occupied orbital energy ... -12.712 eV
LUMO ... -0.219 Eh
Total charge ... +1
Multiplicity ... 1

***

*R*
The following is a DFT calculation (ωB97M-V with the def2-TZVPD basis set) of an isolated ion of composition C4H10N and charge +1.

Atoms and positions in Å:
C: 0.077 2.211 0.998
C: 0.902 1.087 0.381
C: 0.057 0.111 -0.359
C: -0.002 -1.173 -0.069
N: -0.850 -2.086 -0.871
H: -0.567 1.823 1.786
H: -0.499 2.775 0.266
H: 0.728 2.915 1.488
H: 1.496 0.631 1.171
H: 1.630 1.488 -0.326
H: -0.490 0.516 -1.209
H: 0.576 -1.633 0.712
H: -0.773 -1.971 -1.884
H: -0.734 -3.060 -0.588
H: -1.835 -1.911 -0.684

Summary:
Highest occupied orbital energy ... -14.887 eV
LUMO ... -0.140 Eh
SMILES ... CC/C=C/[NH3+]
Total charge ... +1
Multiplicity ... 1

***

*S*
The following is a DFT calculation (ωB97M-V with the def2-TZVPD basis set) of an isolated ion of composition C4H10N and charge +1.

Atoms and positions in Å:
C: -0.102 -0.706 1.072
C: 0.117 0.826 1.052
C: -0.234 1.267 -0.379
N: -0.045 -0.124 -1.281
C: 0.258 -1.270 -0.322
H: 0.555 -1.099 1.928
H: -1.104 -0.740 1.444
H: -0.486 1.309 1.857
H: 1.126 1.149 1.279
H: -1.214 1.604 -0.665
H: 0.481 2.086 -0.651
H: -0.933 -0.462 -1.839
H: 0.714 0.155 -1.988
H: -0.359 -2.269 -0.543
H: 1.290 -1.572 -0.390

Summary:
Highest occupied orbital energy ... -16.198 eV
LUMO ... -0.134 Eh
SMILES ... C1CC[NH2+]C1
Total charge ... +1
Multiplicity ... 1

***

Energetically preferred structure: *R* | next structure: +0.190 eV

***

*P*
The following is a DFT calculation (ωB97M-V with the def2-TZVPD basis set) of one molecule with the formula C4H5P.

Atoms and positions in Å:
C: 0.589 1.865 -1.155
C: -0.027 1.677 0.055
C: 0.027 0.288 0.427
P: 0.991 -0.766 1.157
C: 0.827 -2.452 0.984
H: 1.096 0.964 -1.405
H: 0.593 2.859 -1.666
H: -0.509 2.340 0.715
H: 1.668 -3.033 0.481
H: 0.835 -3.012 2.038

Summary:
Highest occupied orbital energy (alpha / beta) ... -8.345 / -7.910 eV
LUMO (alpha / beta) ... -0.031 / -0.031 Eh
SMILES ... C=CC#P=C
Multiplicity ... 1

***

*Q*
The following is a DFT calculation (ωB97M-V with the def2-TZVPD basis set) of C4H5P as an isolated structure.

Atoms and positions in Å:
C: 0.639 0.191 0.475
C: -0.309 -0.763 -1.733
C: 0.247 -0.415 -0.598
C: 1.481 0.369 1.578
P: 1.310 1.901 1.034
H: 0.243 -1.136 -2.619
H: -1.307 -1.039 -1.752
H: -2.241 0.275 0.333
H: 2.004 -0.199 2.397
H: -2.067 0.817 0.886

Summary:
Highest occupied orbital energy ... -8.205 eV
LUMO ... -0.010 Eh
Multiplicity ... 1

***

Energetically preferred structure: *Q* | next structure: +0.651 eV

***

*P*
The following is a DFT calculation (ωB97M-V with the def2-TZVPD basis set) of a 2-piece molecular cluster, C4H11NO2S overall.

Atoms and positions in Å:
C: 0.596 1.427 0.552
C: -0.432 1.163 -0.527
C: -0.052 0.238 -1.629
C: -1.934 1.045 -0.064
S: -1.538 2.462 -1.005
O: -1.935 2.465 -2.415
O: -1.569 3.666 -0.195
H: 0.471 0.686 1.451
H: 0.453 2.460 0.971
H: 1.584 1.260 0.059
H: -0.931 0.341 -2.315
H: 0.090 -0.781 -1.346
H: 0.778 0.491 -2.162
H: -2.050 1.199 0.964
H: -2.435 0.153 -0.482
N: 0.794 -2.047 0.916
H: 0.289 -2.706 1.527
H: 1.719 -2.362 0.804
H: 0.311 -1.836 0.013

Summary:
Highest occupied orbital energy ... -9.937 eV
LUMO ... 0.023 Eh
SMILES ... CC1(C)CS1(=O)=O.N
Multiplicity ... 1

***

*Q*
The following is a DFT calculation (ωB97M-V with the def2-TZVPD basis set) of a 2-piece molecular cluster, C4H11NO2S overall.

Atoms and positions in Å:
C: -1.202 1.662 -0.422
C: -1.427 0.593 1.747
C: 2.992 -0.779 -0.748
C: -1.443 0.338 0.215
N: -1.677 -0.831 -0.264
O: 0.449 -1.330 -1.632
O: 0.897 -1.455 0.863
S: 1.147 -0.633 -0.317
H: -1.691 2.593 0.024
H: -1.469 1.607 -1.513
H: -0.173 1.884 -0.454
H: -2.397 0.536 1.995
H: -0.936 1.412 1.983
H: -0.811 -0.246 2.045
H: 3.235 -1.728 -1.244
H: 3.335 0.115 -1.361
H: 3.467 -0.568 0.114
H: -0.501 -1.624 -1.466
H: -1.796 -1.547 0.436

Summary:
Highest occupied orbital energy ... -8.908 eV
LUMO ... 0.026 Eh
Multiplicity ... 1

***

*R*
The following is a DFT calculation (ωB97M-V with the def2-TZVPD basis set) of a 2-piece molecular cluster, C4H11NO2S overall.

Atoms and positions in Å:
N: 1.300 1.138 1.508
C: 0.740 0.833 2.654
O: 1.296 0.368 3.649
O: -0.580 1.127 2.803
H: 2.309 1.184 1.495
H: 0.756 0.906 0.681
H: -0.793 1.042 3.768
C: 0.602 -1.641 -2.685
C: -0.120 -1.141 -1.450
S: -0.399 0.721 -1.570
C: -1.570 0.929 -0.210
H: 0.672 -2.708 -2.730
H: 1.654 -1.370 -2.771
H: 0.107 -1.189 -3.548
H: 0.469 -1.381 -0.549
H: -1.043 -1.712 -1.295
H: -2.592 0.750 -0.645
H: -1.488 0.226 0.655
H: -1.321 1.919 0.241

Summary:
Highest occupied orbital energy ... -8.981 eV
LUMO ... 0.026 Eh
SMILES ... NC(=O)O.CCSC
Multiplicity ... 1

***

*S*
The following is a DFT calculation (ωB97M-V with the def2-TZVPD basis set) of one molecule with the formula C4H11NO2S.

Atoms and positions in Å:
N: 0.581 -2.023 -0.784
C: -0.651 -1.396 -0.348
C: -0.596 0.166 0.109
S: -2.417 0.619 0.064
C: 0.066 0.283 1.549
O: 1.398 -0.197 1.549
C: 0.047 1.113 -0.896
O: 1.473 0.849 -1.067
H: 1.173 -2.138 0.093
H: 1.107 -1.379 -1.372
H: -0.951 -1.950 0.503
H: -1.390 -1.409 -1.120
H: -2.407 1.597 0.981
H: -0.531 -0.303 2.220
H: 0.148 1.329 1.776
H: 1.750 0.120 0.732
H: -0.086 2.132 -0.577
H: -0.535 0.985 -1.897
H: 1.822 1.603 -1.515

Summary:
Highest occupied orbital energy ... -9.058 eV
LUMO ... 0.016 Eh
SMILES ... NCC(S)(CO)CO
Multiplicity ... 1

***

Energetically preferred structure: *R* | next structure: +1.132 eV

***

*P*
The following is a DFT calculation (ωB97M-V with the def2-TZVPD basis set) of C5H9NO4 as an isolated structure.

Atoms and positions in Å:
C: 0.598 -0.018 2.192
N: 1.200 0.753 1.121
C: 0.093 1.096 -1.066
O: -1.038 0.940 -0.677
C: 0.594 2.408 -1.624
C: 1.013 3.347 -0.513
O: 2.014 2.679 0.255
C: 1.646 2.017 1.361
O: 1.313 2.658 2.342
H: -0.497 0.005 2.104
H: 0.953 -1.053 2.118
H: 0.843 0.329 3.201
H: 1.444 2.218 -2.295
H: -0.183 2.868 -2.251
H: 1.469 4.256 -0.922
H: 0.168 3.612 0.134
H: 1.749 0.074 0.180
O: 1.073 -0.162 -1.472
H: 1.728 0.075 -2.139

Summary:
Highest occupied orbital energy ... -9.684 eV
LUMO ... 0.012 Eh
Multiplicity ... 1

***

*Q*
The following is a DFT calculation (ωB97M-V with the def2-TZVPD basis set) of one molecule with the formula C5H9NO4.

Atoms and positions in Å:
C: -1.754 0.694 0.692
N: -0.585 -0.045 0.925
C: 0.463 0.292 -0.008
C: 0.976 1.719 0.143
O: 1.313 2.345 -0.842
O: 0.235 -0.051 -1.351
C: -0.205 -1.316 -1.782
C: 1.639 -0.555 0.508
O: 2.478 -1.088 -0.225
O: 1.671 -0.585 1.855
H: -2.658 0.057 0.290
H: -2.010 1.156 1.691
H: -1.530 1.417 -0.057
H: -0.669 -1.026 0.895
H: 0.940 2.008 1.127
H: -0.192 -1.212 -2.954
H: -1.279 -1.453 -1.595
H: 0.307 -2.298 -1.488
H: 0.860 -0.057 2.175

Summary:
Highest occupied orbital energy ... -10.163 eV
LUMO ... 0.004 Eh
SMILES ... CN[C@](C=O)(OC)C(=O)O
Multiplicity ... 1

***

Energetically preferred structure: *P* | next structure: +0.220 eV